# 1
The following is a DFT calculation (wB97M-V/def2-TZVPD) of C38H45N3OP2Ti as an isolated structure.

Values from the calculation:
Gap between HOMO and LUMO = 7.9 eV
Highest occupied orbital energy = -13.60 eV

```
! wB97M-V def2-TZVPD RIJCOSX def2/J DEFGRID3
* xyz 2 1
Ti -0.22558 -0.55832 -0.89312
C 2.94996 0.65788 -1.65798
P 1.39147 1.60790 -1.34152
C 1.80887 2.91086 -0.14659
C 0.92819 3.97786 0.05038
C 1.22304 4.97356 0.96570
C 2.40519 4.92339 1.69341
C 3.28702 3.87179 1.50222
C 2.98846 2.86584 0.59358
C 1.07850 2.45322 -2.91065
C 0.35133 1.79890 -3.90373
C 0.16090 2.39427 -5.14008
C 0.69621 3.64966 -5.39322
C 1.42769 4.30407 -4.41240
C 1.62161 3.71015 -3.17481
C 3.07001 -0.41306 -0.63503
C 3.99349 -0.60470 0.33250
C 3.52180 -1.62799 1.22353
C 2.31797 -2.04078 0.77633
C 1.26065 -2.88333 1.40016
P -0.17783 -1.74233 1.53082
C 0.32110 -0.63763 2.87264
C 0.15174 -1.00418 4.20951
C 0.61157 -0.17348 5.21785
C 1.24641 1.02125 4.90099
C 1.43530 1.38091 3.57498
C 0.97839 0.54921 2.56467
C -1.55862 -2.71103 2.20219
C -2.58453 -2.05675 2.88988
C -3.68036 -2.76320 3.35620
C -3.76504 -4.13354 3.14816
C -2.74384 -4.79585 2.48471
C -1.64519 -4.09018 2.01430
N 1.98733 -1.30270 -0.38841
H 2.87451 0.27651 -2.67742
H 3.81589 1.31910 -1.61576
H 0.02920 4.07133 -0.54659
H 0.53896 5.80101 1.09705
H 2.64150 5.70965 2.39746
H 4.21601 3.83278 2.05532
H 3.68600 2.05087 0.47114
H -0.04453 0.80482 -3.73123
H -0.39965 1.87860 -5.90826
H 0.54713 4.11519 -6.35791
H 1.85311 5.27832 -4.61049
H 2.19349 4.23149 -2.41753
H 4.91014 -0.04690 0.43830
H 4.01438 -1.97109 2.11841
H 0.99195 -3.75589 0.80453
H 1.57292 -3.22193 2.38809
H -0.34851 -1.92979 4.46536
H 0.47365 -0.45713 6.25224
H 1.59868 1.66888 5.69245
H 1.93731 2.30560 3.32202
H 1.15380 0.83030 1.52975
H -2.51397 -0.99640 3.10104
H -4.46198 -2.24755 3.89763
H -4.61780 -4.68526 3.51942
H -2.79392 -5.86678 2.34241
H -0.85550 -4.63627 1.51348
C -2.02156 1.26773 0.82007
N -2.08992 0.81727 -0.58995
C -2.10240 2.03221 -1.43659
C -3.36409 0.08293 -0.82145
C -3.14417 -1.41016 -0.75598
N -1.97175 -1.80743 -1.57236
C -2.18011 -1.45373 -2.99484
C -1.85293 -3.27799 -1.48351
H -1.07223 1.77334 1.00069
H -2.10070 0.41633 1.49238
H -2.83801 1.96466 1.03257
H -3.00749 2.61419 -1.23899
H -2.07439 1.76887 -2.49283
H -1.23528 2.64439 -1.21030
H -3.75306 0.36347 -1.79940
H -4.11345 0.38847 -0.08712
H -4.03597 -1.93272 -1.12058
H -2.96589 -1.74528 0.26637
H -3.14050 -1.84253 -3.34642
H -1.37424 -1.88118 -3.58689
H -2.17131 -0.37236 -3.13679
H -2.77820 -3.74752 -1.83025
H -1.03360 -3.62193 -2.10547
H -1.67930 -3.56731 -0.45050
C 1.49886 -3.33019 -1.86407
C 1.16698 -1.94775 -1.38406
O 0.79707 -1.04125 -2.32217
H 1.23306 -4.12225 -1.16767
H 2.57273 -3.39780 -2.05488
H 0.98581 -3.50561 -2.80711
*
```

***

# 2
The following is a DFT calculation (wB97M-V/def2-TZVPD) of C38H46BaClF6Ge3N2O4S2 as an isolated structure at a distorted geometry.

Values from the calculation:
Gap between HOMO and LUMO (alpha / beta) = 5.0 / 4.5 eV
Highest occupied orbital energy (alpha / beta) = -1.43 / -1.42 eV
Expectation value of S² = 0.7922

```
! wB97M-V def2-TZVPD RIJCOSX def2/J DEFGRID3
* xyz -2 2
Ba -1.25791 0.59223 0.31400
C -2.60524 -1.41920 -1.86732
C -3.63728 -1.69453 -0.95340
C -4.38745 -0.51477 -0.77426
C -3.81837 0.49406 -1.57171
C -2.71925 -0.07420 -2.25416
H -1.86473 -2.12107 -2.22103
H -3.80835 -2.64472 -0.46542
H -5.24857 -0.40367 -0.13213
H -4.16344 1.51765 -1.65060
H -2.10163 0.42240 -2.99435
C 2.89747 -0.05861 4.30844
C 3.07745 -0.39753 2.98022
C 2.18974 0.11116 2.04214
N 1.17081 0.90548 2.36224
C 0.99429 1.21418 3.64655
C 1.83428 0.76502 4.65190
H 3.56758 -0.44053 5.06892
H 3.87555 -1.05425 2.66334
H 2.29198 -0.12418 0.98803
H 0.13912 1.83911 3.88216
H 1.64655 1.04645 5.67984
C 4.31063 1.57917 -1.43200
Ge 2.38676 2.06898 -1.60945
C 2.18896 3.02249 -3.33552
C 2.15116 3.45494 -0.19743
C 1.16745 0.62007 -1.45045
H 4.97723 2.44188 -1.52319
H 4.58036 0.84362 -2.19272
H 4.48095 1.12162 -0.45339
H 2.38030 4.09470 -3.24831
H 1.16090 2.89522 -3.68022
H 2.85633 2.60153 -4.09032
H 3.02246 4.10965 -0.10409
H 1.96613 2.97154 0.76410
H 1.28521 4.07905 -0.43515
H 1.64944 -0.24853 -0.99445
H 0.76707 0.34198 -2.43154
Cl 1.54976 8.87036 -3.57067
C 0.66005 7.43373 -3.12590
C 0.37451 6.48205 -4.09707
C -0.31429 5.34337 -3.74200
C -0.73612 5.12476 -2.40836
C -1.42394 3.96244 -2.04070
C -0.44754 6.13478 -1.45706
C 0.24938 7.26941 -1.80809
H 0.70475 6.63490 -5.11547
H -0.53370 4.59402 -4.49118
H -1.86665 3.85549 -1.05989
H -1.64003 3.18495 -2.76072
H -0.77687 6.00117 -0.43449
H 0.47573 8.02978 -1.07310
F -5.36069 0.46241 2.05982
C -4.54955 0.35755 3.08496
F -5.09806 0.89851 4.16431
F -4.33262 -0.92843 3.33211
S -2.86292 1.16206 2.78241
O -1.98950 -0.00444 2.57333
O -2.59196 1.97099 3.93126
N -2.94535 2.04273 1.34658
S -3.94816 3.33786 1.38337
O -4.94997 3.19345 2.39768
O -4.31244 3.73199 0.06566
C -2.82571 4.69404 2.05423
F -3.18454 5.02932 3.28526
F -1.54917 4.32175 2.06426
F -2.93228 5.77810 1.27789
C 3.55528 -2.58933 -1.70272
Ge 1.85629 -3.61153 -1.68903
C 2.51552 -5.49592 -1.56103
C 1.30239 -3.50045 -3.59530
Ge 0.13140 -2.69000 -0.17813
C -1.08269 -4.32091 -0.09550
C -2.00023 -4.42253 0.95611
C -2.88188 -5.48645 1.07105
C -2.88681 -6.49726 0.11616
C -2.00734 -6.41142 -0.95173
C -1.12793 -5.33749 -1.05027
C 1.06415 -3.18556 1.61014
C 0.44130 -2.76760 2.79326
C 0.97015 -3.01847 4.05164
C 2.17253 -3.70307 4.17777
C 2.81640 -4.13647 3.02686
C 2.26546 -3.88042 1.77430
H 4.22354 -3.01231 -2.45824
H 4.05885 -2.62008 -0.73330
H 3.36400 -1.54279 -1.94686
H 2.95631 -5.76716 -2.52491
H 1.71566 -6.20118 -1.33067
H 3.28329 -5.60177 -0.79196
H 2.19089 -3.51360 -4.23263
H 0.75392 -2.57650 -3.78531
H 0.65961 -4.33729 -3.87837
H -2.03399 -3.64260 1.71026
H -3.57716 -5.52296 1.90318
H -3.57173 -7.33344 0.20157
H -2.00238 -7.18231 -1.71559
H -0.46752 -5.29826 -1.91088
H -0.49920 -2.22597 2.73673
H 0.44849 -2.66456 4.93499
H 2.59956 -3.89610 5.15590
H 3.74946 -4.68656 3.10086
H 2.79835 -4.24721 0.90392
*
```

***

# 3
The following is a DFT calculation (wB97M-V/def2-TZVPD) of a 6-piece molecular cluster, C38H46BrF5P overall.

Values from the calculation:
Gap between HOMO and LUMO = 5.4 eV
Highest occupied orbital energy = -3.46 eV

```
! wB97M-V def2-TZVPD RIJCOSX def2/J DEFGRID3
* xyz -1 1
C 6.64003 -1.78189 0.03316
C 7.34250 -0.79059 -0.89551
C 6.65809 0.57316 -0.96385
C 5.23138 0.60317 -1.49421
C 5.22441 0.66076 -3.01355
P 4.28336 2.14272 -0.72621
C 2.75258 1.10347 -0.07609
C 1.95249 0.30225 -1.11180
C 2.15191 -1.21013 -0.99599
Br 2.51775 -2.16009 -2.68654
H 6.40130 -1.29871 0.98801
H 7.27157 -2.65263 0.23815
H 5.69686 -2.14569 -0.38299
H 7.41596 -1.23386 -1.89928
H 8.37991 -0.65913 -0.55898
H 7.27208 1.24356 -1.57756
H 6.65168 1.00569 0.04837
H 4.70966 -0.30660 -1.16709
H 4.21074 0.62379 -3.42288
H 5.77741 -0.16990 -3.47697
H 5.67827 1.60196 -3.35096
H 4.96926 1.90870 0.57640
H 5.43387 2.97030 -1.19743
H 3.55882 2.35431 -2.00860
H 3.67161 3.36826 -0.18114
H 3.11791 0.43615 0.71689
H 2.11892 1.85733 0.40364
H 0.87877 0.49273 -1.01214
H 2.22668 0.64748 -2.12015
H 3.00031 -1.47386 -0.36988
H 1.26190 -1.71964 -0.62721
F 9.36760 2.66508 -0.99490
C 9.42294 2.42646 0.33108
C 10.55843 1.82000 0.83399
C 10.62362 1.58163 2.20012
C 9.56854 1.94325 3.02662
C 8.43937 2.54236 2.48284
C 8.35288 2.79190 1.12017
H 11.35634 1.53786 0.16081
H 11.50215 1.10341 2.61579
H 9.62029 1.74778 4.08992
H 7.60266 2.80618 3.11707
H 7.46767 3.21906 0.66546
F -3.81558 1.39343 -1.81805
C -3.14496 0.27816 -2.20262
C -3.87844 -0.87474 -2.39703
C -3.19277 -2.03612 -2.72608
C -1.81271 -2.02219 -2.87015
C -1.11017 -0.83871 -2.68286
C -1.77386 0.33183 -2.33670
H -4.95333 -0.85506 -2.27114
H -3.74778 -2.95844 -2.84887
H -1.27480 -2.92970 -3.11063
H -0.03319 -0.82873 -2.78645
H -1.24164 1.25735 -2.16346
F -5.57876 0.34007 5.24420
C -5.39475 0.31161 3.90370
C -4.37222 1.06225 3.36015
C -4.20018 1.03082 1.98216
C -5.03613 0.26222 1.18410
C -6.04663 -0.49127 1.76604
C -6.24124 -0.46774 3.14047
H -3.73308 1.64889 4.00528
H -3.40538 1.60979 1.52907
H -4.89880 0.25779 0.11144
H -6.70991 -1.08323 1.14782
H -7.02688 -1.03438 3.62102
F -7.81766 0.68548 -0.52668
C -8.36974 1.72810 0.12915
C -9.67538 1.62322 0.56367
C -10.22436 2.70062 1.24665
C -9.47201 3.84264 1.48351
C -8.15893 3.91057 1.03595
C -7.59086 2.84654 0.35010
H -10.23558 0.71926 0.36834
H -11.24706 2.64162 1.59698
H -9.90573 4.67628 2.01953
H -7.56570 4.79606 1.22487
H -6.56813 2.86262 -0.00079
F -2.56540 -3.61058 0.32807
C -3.74080 -4.26068 0.26354
C -3.74330 -5.63722 0.38011
C -4.96214 -6.29861 0.31336
C -6.14208 -5.58934 0.13357
C -6.10351 -4.20566 0.01863
C -4.89580 -3.52486 0.08217
H -2.80864 -6.16296 0.51775
H -4.98544 -7.37744 0.40224
H -7.08776 -6.11249 0.08220
H -7.02005 -3.64646 -0.12414
H -4.83126 -2.44869 -0.00675
*
```